No. 1
{"formula": "C30H54ClFP2PdSi2", "method": "ωB97M-V with the def2-TZVPD basis set", "s2": 6.022, "homo_energy_ev": [-6.36, -7.20], "spin_multiplicity": 5, "energy_ev": -85036.55504, "e_above_lowest_kcal_mol": 0.00, "max_force_ev_per_a": 2.8, "gap_ev": [6.99, 5.04], "species": ["Pd", "C", "C", "C", "Si", "C", "C", "Si", "H", "H", "H", "Cl", "C", "C", "C", "C", "H", "H", "H", "H", "H", "H", "H", "H", "H", "H", "H", "H", "C", "C", "P", "H", "H", "P", "H", "H", "C", "C", "C", "C", "C", "H", "C", "H", "H", "H", "H", "H", "H", "H", "C", "C", "H", "H", "H", "H", "H", "H", "H", "C", "C", "H", "H", "H", "H", "H", "H", "C", "C", "H", "H", "H", "H", "H", "H", "H", "C", "H", "H", "H", "F", "C", "C", "C", "C", "C", "C", "H", "H", "H", "H"], "xyz": [[-0.16, 0.60, 0.20], [-1.69, -0.05, 1.96], [-2.01, 1.15, 1.23], [-2.51, 0.67, -0.06], [-1.64, 2.85, 1.93], [-2.55, -0.75, -0.03], [-2.03, -1.21, 1.21], [-1.65, -2.95, 1.86], [-1.31, -0.03, 2.98], [-2.88, 1.33, -0.84], [-2.97, -1.38, -0.81], [0.27, -0.05, -2.19], [-1.35, -2.86, 3.71], [-3.05, -4.11, 1.49], [-1.31, 2.69, 3.76], [-3.05, 4.03, 1.59], [-3.92, -3.76, 2.07], [-2.78, -5.12, 1.83], [-3.32, -4.14, 0.43], [-0.51, -2.23, 4.03], [-1.17, -3.88, 4.08], [-2.26, -2.47, 4.18], [-3.93, 3.66, 2.14], [-3.30, 4.12, 0.53], [-2.78, 5.02, 1.98], [-2.19, 2.29, 4.26], [-1.10, 3.70, 4.17], [-0.45, 2.04, 3.97], [-0.04, -3.52, 0.99], [-0.04, 3.48, 1.12], [0.16, -2.64, -0.63], [-0.05, -4.61, 0.86], [0.86, -3.30, 1.59], [0.20, 2.74, -0.52], [0.78, 3.14, 1.77], [0.01, 4.57, 1.06], [1.80, 3.26, -1.25], [-1.13, 3.57, -1.52], [-1.14, -3.59, -1.62], [1.79, -3.27, -1.31], [2.84, -2.17, -1.18], [1.57, -3.44, -2.38], [2.30, -4.57, -0.68], [2.56, -4.43, 0.37], [3.21, -4.87, -1.22], [1.59, -5.40, -0.77], [2.52, -1.27, -1.72], [3.79, -2.52, -1.62], [3.03, -1.90, -0.13], [-2.09, -3.35, -1.10], [-0.95, -5.11, -1.63], [-1.22, -3.05, -3.04], [-0.89, -5.56, -0.63], [-0.06, -5.39, -2.21], [-1.82, -5.56, -2.13], [-1.39, -1.96, -3.05], [-2.04, -3.55, -3.57], [-0.29, -3.24, -3.59], [-2.07, 3.30, -1.01], [-1.20, 3.07, -2.96], [-0.96, 5.09, -1.50], [-0.90, 5.53, -0.50], [-1.83, 5.54, -2.00], [-0.07, 5.40, -2.08], [-1.37, 1.99, -3.02], [-0.27, 3.30, -3.51], [-2.02, 3.59, -3.47], [2.87, 2.17, -1.29], [2.32, 4.54, -0.60], [1.53, 3.47, -2.30], [2.57, 4.38, 0.46], [1.60, 5.36, -0.66], [3.23, 4.85, -1.12], [3.17, 1.83, -0.29], [3.77, 2.58, -1.77], [2.52, 1.29, -1.85], [0.86, 0.03, -6.42], [-0.22, 0.03, -6.54], [1.41, 0.97, -6.44], [1.41, -0.91, -6.45], [3.74, -0.23, 5.04], [2.96, -0.07, 3.92], [3.16, 1.07, 3.14], [2.33, 1.23, 2.01], [1.33, 0.32, 1.75], [1.19, -0.81, 2.52], [2.01, -1.04, 3.64], [3.92, 1.81, 3.38], [2.47, 2.12, 1.40], [0.41, -1.52, 2.29], [1.87, -1.93, 4.27]], "lowdin_charge": [0.621, -0.196, -0.373, -0.161, 0.509, -0.135, -0.278, 0.519, 0.097, 0.094, 0.097, 0.048, -0.162, -0.169, -0.165, -0.170, 0.040, 0.041, 0.026, 0.015, 0.042, 0.043, 0.040, 0.025, 0.040, 0.042, 0.041, 0.036, -0.415, -0.392, 0.978, 0.030, 0.038, 0.878, 0.027, 0.038, -0.527, -0.531, -0.546, -0.544, -0.146, 0.100, -0.125, 0.077, 0.082, 0.055, 0.001, 0.078, 0.075, 0.061, -0.117, -0.148, 0.058, 0.076, 0.083, 0.016, 0.079, 0.072, 0.068, -0.131, -0.115, 0.062, 0.084, 0.077, 0.024, 0.073, 0.082, -0.123, -0.116, 0.102, 0.077, 0.059, 0.083, 0.050, 0.083, 0.013, 0.067, -0.021, -0.023, -0.022, 0.018, -0.269, -0.002, -0.147, -0.198, -0.170, -0.001, 0.117, 0.054, 0.010, 0.117]}

No. 2
{"formula": "C30H54F4N6O8S4", "method": "ωB97M-V with the def2-TZVPD basis set", "homo_energy_ev": -8.87, "energy_ev": -111490.49854, "charge": 2, "max_force_ev_per_a": 14.2, "gap_ev": 0.46, "species": ["C", "N", "C", "C", "C", "C", "C", "C", "C", "C", "N", "C", "C", "C", "H", "H", "H", "H", "H", "H", "H", "H", "H", "H", "H", "H", "H", "H", "C", "C", "C", "N", "C", "C", "C", "C", "C", "C", "H", "H", "H", "H", "H", "H", "H", "H", "H", "H", "H", "H", "H", "H", "H", "H", "H", "H", "H", "H", "C", "C", "C", "N", "C", "C", "C", "C", "C", "C", "H", "H", "H", "H", "H", "H", "H", "H", "H", "H", "H", "H", "H", "H", "H", "H", "H", "H", "H", "H", "N", "S", "O", "O", "F", "S", "O", "O", "F", "N", "S", "O", "O", "F", "S", "O", "O", "F"], "xyz": [[16.60, -14.84, -5.45], [17.75, -15.01, -4.50], [18.99, -14.64, -4.85], [20.04, -14.78, -3.92], [19.83, -15.24, -2.63], [18.54, -15.73, -2.37], [17.52, -15.58, -3.28], [20.88, -15.10, -1.61], [21.04, -16.04, -0.63], [22.05, -15.90, 0.36], [22.89, -14.80, 0.24], [22.80, -13.88, -0.77], [21.77, -13.97, -1.68], [23.92, -14.67, 1.29], [15.71, -15.36, -5.10], [17.01, -15.20, -6.40], [16.16, -13.85, -5.37], [19.12, -14.33, -5.88], [21.08, -14.61, -4.14], [18.23, -15.92, -1.35], [16.48, -15.69, -3.01], [20.46, -16.95, -0.69], [22.29, -16.69, 1.06], [23.58, -13.14, -0.84], [21.68, -13.40, -2.59], [23.47, -14.00, 2.03], [24.73, -14.09, 0.84], [24.33, -15.58, 1.72], [17.15, -7.20, 8.50], [18.20, -7.91, 7.68], [18.36, -9.43, 7.81], [19.37, -10.16, 6.83], [19.27, -11.67, 7.05], [17.86, -12.12, 6.56], [17.54, -11.68, 5.16], [17.68, -10.21, 4.91], [19.13, -9.76, 5.30], [20.83, -9.68, 7.13], [17.11, -6.12, 8.46], [17.28, -7.47, 9.55], [16.14, -7.55, 8.28], [19.18, -7.44, 7.77], [18.02, -7.76, 6.62], [17.39, -9.93, 7.74], [18.61, -9.71, 8.83], [19.49, -11.95, 8.08], [20.10, -11.97, 6.41], [17.14, -11.74, 7.28], [17.61, -13.18, 6.53], [16.62, -12.10, 4.75], [18.21, -12.16, 4.45], [16.94, -9.65, 5.48], [17.56, -10.12, 3.84], [19.36, -8.70, 5.24], [19.86, -10.36, 4.77], [20.85, -8.60, 7.02], [21.54, -10.05, 6.38], [21.27, -9.98, 8.08], [20.65, 2.37, 5.11], [19.96, 1.04, 4.86], [19.13, 1.07, 3.53], [18.34, -0.19, 3.03], [19.26, -1.41, 2.75], [18.47, -2.56, 2.05], [17.79, -2.15, 0.72], [16.85, -0.91, 0.96], [17.63, 0.25, 1.67], [17.22, -0.55, 4.09], [19.95, 3.16, 4.83], [21.52, 2.40, 4.45], [21.03, 2.48, 6.13], [19.36, 0.84, 5.75], [20.65, 0.20, 4.92], [19.81, 1.24, 2.70], [18.42, 1.90, 3.54], [20.15, -1.06, 2.22], [19.69, -1.65, 3.72], [19.00, -3.46, 1.71], [17.68, -2.98, 2.67], [18.59, -1.79, 0.08], [17.27, -2.98, 0.25], [16.45, -0.54, 0.01], [15.94, -1.20, 1.49], [18.39, 0.76, 1.07], [16.92, 1.00, 2.01], [16.61, 0.29, 4.44], [17.74, -0.98, 4.95], [16.53, -1.28, 3.66], [25.17, -7.73, 2.12], [25.05, -6.95, 0.85], [25.85, -7.31, -0.33], [24.54, -5.57, 0.92], [23.74, -7.71, 0.33], [26.22, -6.67, 2.95], [25.61, -5.86, 3.96], [27.40, -6.15, 2.28], [26.86, -7.91, 3.80], [29.48, -13.78, 12.74], [30.41, -14.83, 13.06], [31.88, -14.60, 13.10], [29.91, -16.20, 12.75], [30.03, -14.77, 14.71], [30.10, -13.65, 11.19], [29.79, -14.79, 10.34], [31.33, -12.89, 10.98], [29.05, -12.64, 10.59]], "lowdin_charge": [0.059, -0.074, 0.056, 0.058, -0.133, 0.055, 0.026, -0.134, 0.048, 0.088, -0.071, 0.047, 0.076, 0.040, 0.107, 0.119, 0.118, 0.158, 0.135, 0.139, 0.153, 0.137, 0.153, 0.161, 0.126, 0.120, 0.112, 0.121, -0.079, -0.243, -0.098, -0.213, -0.069, -0.149, -0.228, -0.160, -0.050, 0.034, 0.086, 0.084, 0.081, 0.110, 0.093, 0.108, 0.141, 0.142, 0.128, 0.106, 0.126, 0.125, 0.115, 0.116, 0.124, 0.124, 0.128, 0.095, 0.106, 0.116, -0.086, -0.235, -0.106, -0.216, -0.065, -0.157, -0.170, -0.143, -0.069, 0.046, 0.082, 0.085, 0.090, 0.104, 0.107, 0.127, 0.129, 0.139, 0.120, 0.120, 0.102, 0.114, 0.115, 0.116, 0.103, 0.133, 0.123, 0.109, 0.100, 0.082, -0.292, 0.414, -0.325, -0.328, -0.261, 0.583, -0.287, -0.270, -0.234, -0.258, 0.433, -0.305, -0.337, -0.277, 0.541, -0.299, -0.292, -0.205]}